1.
DFT (wB97M-V/def2-TZVPD) results for an isolated molecule of C2H9NP2 in a non-equilibrium geometry.

Atoms and positions in Å:
C: 0.7809 0.4097 -1.1635
C: 0.4993 -0.8716 -0.2504
N: -0.6263 -0.8660 0.5808
P: -1.8236 1.9751 0.2336
P: -0.9783 0.7886 1.7775
H: 1.5664 0.0373 -1.7371
H: -0.1079 0.8240 -1.5641
H: 1.2489 1.2157 -0.4297
H: 0.4113 -1.7574 -0.9370
H: 1.4086 -0.8468 0.2820
H: -1.5050 -0.6961 -0.0377
H: -1.0011 3.0963 0.2776
H: -2.8207 2.7337 0.9991
H: -2.1483 0.2155 2.1801

Its spin multiplicity is 1. The SMILES is CCN[PH]#[PH2]. Its HOMO energy is -8.679 eV. For the HOMO-LUMO gap, the calculation gives 0.34895 Ha. The molecular weight is 109.05 g/mol. For the energy relative to the best compared isomer or geometry (same formula, charge and spin), the calculation gives 91.2 kJ/mol. The value obtained for the largest force on an atom is 0.10130 Eh/bohr. Its total charge is 0.

***

2.
DFT (wB97M-V/def2-TZVPD) results for a structure of composition C25H32BCl3N3O5PdS2Si in a non-equilibrium geometry.

Atoms and positions in Å:
Pd: -0.1896 0.3176 -0.3694
O: 2.4580 -0.0098 -0.2913
S: 3.3397 0.9872 0.3385
C: 4.6523 -0.0593 1.2272
C: 4.7365 -1.4433 0.5984
C: 4.1685 -2.5473 1.4923
C: 2.6657 -2.4426 1.6841
S: 1.8312 -2.8695 0.0694
O: 0.6438 -2.0112 -0.0165
C: 1.1527 -4.4736 0.6367
C: 0.1215 -4.4692 1.5618
C: -0.4825 -5.6624 1.9162
C: -0.0569 -6.8527 1.3478
C: 0.9781 -6.8505 0.4255
C: 1.5875 -5.6586 0.0649
C: 2.4946 1.4753 1.8639
C: 1.2573 0.9390 2.1746
C: 0.5971 1.3735 3.3139
C: 1.1917 2.3128 4.1390
C: 2.4263 2.8526 3.8130
C: 3.0776 2.4421 2.6643
H: 4.3902 -0.1056 2.2799
H: 5.5825 0.4957 1.1204
H: 5.7744 -1.6837 0.3636
H: 4.1707 -1.4253 -0.3369
H: 4.6730 -2.5164 2.4626
H: 4.3855 -3.5175 1.0360
H: 2.3446 -1.4283 1.9103
H: 2.3239 -3.1157 2.4672
H: -0.2176 -3.5356 1.9860
H: -1.2960 -5.6587 2.6261
H: -0.5506 -7.7819 1.5994
H: 1.2959 -7.7799 -0.0268
H: 2.3906 -5.6498 -0.6597
H: 0.7769 0.1990 1.5153
H: -0.3882 0.9909 3.5341
H: 0.6861 2.6414 5.0345
H: 2.8721 3.6088 4.4427
H: 4.0187 2.8849 2.3770
Cl: 2.6323 2.1296 -2.6410
Si: 0.6972 2.0253 -1.7447
Cl: -0.3374 3.3658 -2.9967
Cl: 1.1713 3.3935 -0.1104
B: -3.8915 2.8246 0.7750
C: -2.5434 2.0809 0.8271
N: -1.5107 1.5544 0.8668
H: -4.0309 3.0025 -0.4113
H: -4.7458 2.1236 1.2456
H: -3.7982 3.8782 1.3408
C: -1.6675 -4.1394 -1.5993
C: -2.8082 -3.3297 -2.2083
C: -3.4157 -2.2984 -1.2322
C: -4.4830 -1.4678 -1.9733
C: -5.0564 -0.3529 -1.1068
C: -4.0772 -3.0341 -0.0833
O: -5.0103 -3.7994 -0.2301
N: -3.5357 -2.7986 1.1380
C: -2.3964 -2.0006 1.4450
O: -1.9720 -2.0487 2.5834
N: -1.8618 -1.2850 0.4532
C: -2.2995 -1.3555 -0.7996
O: -1.7706 -0.6705 -1.6874
H: -1.2849 -4.8478 -2.3336
H: -1.9976 -4.6980 -0.7242
H: -0.8515 -3.4837 -1.3017
H: -3.6096 -3.9987 -2.5338
H: -2.4277 -2.7791 -3.0721
H: -5.2812 -2.1432 -2.2917
H: -4.0185 -1.0278 -2.8574
H: -5.5025 -0.7558 -0.1993
H: -5.8241 0.1919 -1.6531
H: -4.2829 0.3552 -0.8193
H: -3.9543 -3.2787 1.9280

Its spin multiplicity is 1. Its HOMO energy (spin up / spin down) is -5.665 / -5.666 eV. For the HOMO-LUMO gap (spin up / spin down), the calculation gives 0.24166 / 0.24163 Ha. The molecular weight is 770.36 g/mol. For the energy relative to the best compared isomer or geometry (same formula, charge and spin), the calculation gives 342.3 kJ/mol. The value obtained for the largest force on an atom is 0.04666 Eh/bohr. Its total charge is -1.

***

3.
DFT (wB97M-V/def2-TZVPD) results for the ion C11H13N2 with charge +1 in a non-equilibrium geometry.

Atoms and positions in Å:
C: -2.0417 0.4944 -2.7672
C: -0.7324 0.1650 -2.6144
C: -2.7272 0.4498 -1.5699
C: 1.3992 -1.0592 1.5720
C: 1.5640 1.1245 -0.2653
C: 0.4281 -0.8683 0.6633
C: 0.5968 0.0641 -0.4769
C: 2.7038 -0.2212 1.5136
C: 2.4341 1.1951 0.9365
C: -0.9960 -1.3548 0.9043
C: -1.9299 -0.2208 0.7793
N: -0.2755 0.0167 -1.4149
N: -2.0743 0.2647 -0.5139
H: -2.4684 0.6736 -3.7275
H: -0.0083 0.0389 -3.4141
H: -3.7932 0.4567 -1.5421
H: 1.1132 -1.6830 2.4304
H: 1.7499 2.0109 -0.8936
H: 3.0366 -0.2958 2.5085
H: 3.5042 -0.5367 0.9045
H: 3.4956 1.5324 0.7824
H: 1.9009 1.7052 1.6899
H: -1.2840 -2.0849 0.1498
H: -1.0676 -1.8420 1.8546
H: -2.8991 -0.5603 1.1192
H: -1.6286 0.5348 1.3916

Its spin multiplicity is 1. Its HOMO energy (spin up / spin down) is -12.260 / -12.222 eV. For the HOMO-LUMO gap (spin up / spin down), the calculation gives 0.25867 / 0.25568 Ha. The molecular weight is 173.24 g/mol. For the energy relative to the best compared isomer or geometry (same formula, charge and spin), the calculation gives 568.9 kJ/mol. The value obtained for the largest force on an atom is 0.09254 Eh/bohr. Its total charge is +1.

***

4.
DFT (wB97M-V/def2-TZVPD) results for a cluster of 2 separate species, C3H5NO in total.

Atoms and positions in Å:
C: 0.4331 -1.0760 1.0452
O: 1.0972 -0.0880 0.8259
C: 0.2375 1.4434 -0.8353
C: -0.7582 0.6032 -0.9408
N: -1.5323 -0.3446 -0.8206
H: -0.3302 -1.0919 1.8439
H: 0.6054 -2.0190 0.4954
H: -1.0928 -0.9573 -0.0946
H: 1.1321 1.3011 -1.4269
H: 0.2080 2.2292 -0.0923

Its spin multiplicity is 1. The SMILES is C=C=N.C=O. Its HOMO energy is -9.254 eV. For the HOMO-LUMO gap, the calculation gives 0.36045 Ha. The molecular weight is 71.08 g/mol. For the energy relative to the best compared isomer or geometry (same formula, charge and spin), the calculation gives 290.0 kJ/mol. The value obtained for the largest force on an atom is 0.01842 Eh/bohr. Its total charge is 0.

***

Repeat the third record exactly.
DFT (wB97M-V/def2-TZVPD) results for the ion C11H13N2 with charge +1 in a non-equilibrium geometry.

Atoms and positions in Å:
C: -2.0417 0.4944 -2.7672
C: -0.7324 0.1650 -2.6144
C: -2.7272 0.4498 -1.5699
C: 1.3992 -1.0592 1.5720
C: 1.5640 1.1245 -0.2653
C: 0.4281 -0.8683 0.6633
C: 0.5968 0.0641 -0.4769
C: 2.7038 -0.2212 1.5136
C: 2.4341 1.1951 0.9365
C: -0.9960 -1.3548 0.9043
C: -1.9299 -0.2208 0.7793
N: -0.2755 0.0167 -1.4149
N: -2.0743 0.2647 -0.5139
H: -2.4684 0.6736 -3.7275
H: -0.0083 0.0389 -3.4141
H: -3.7932 0.4567 -1.5421
H: 1.1132 -1.6830 2.4304
H: 1.7499 2.0109 -0.8936
H: 3.0366 -0.2958 2.5085
H: 3.5042 -0.5367 0.9045
H: 3.4956 1.5324 0.7824
H: 1.9009 1.7052 1.6899
H: -1.2840 -2.0849 0.1498
H: -1.0676 -1.8420 1.8546
H: -2.8991 -0.5603 1.1192
H: -1.6286 0.5348 1.3916

Its spin multiplicity is 1. Its HOMO energy (spin up / spin down) is -12.260 / -12.222 eV. For the HOMO-LUMO gap (spin up / spin down), the calculation gives 0.25867 / 0.25568 Ha. The molecular weight is 173.24 g/mol. For the energy relative to the best compared isomer or geometry (same formula, charge and spin), the calculation gives 568.9 kJ/mol. The value obtained for the largest force on an atom is 0.09254 Eh/bohr. Its total charge is +1.

***

> Number 3 is which compound?

C11H13N2

***

> Which value of energy relative to the best compared isomer or geometry (same formula, charge and spin) does entry 4 give?

290.0 kJ/mol

***

> The highest largest force on an atom belongs to which entry?

C2H9NP2